{"formula": "C32H25Cl2N7O7ScSe", "method": "ωB97M-V with the def2-TZVPD basis set", "total_charge": -1, "homo_ha": -0.19857, "symbols": ["Sc", "Cl", "C", "C", "C", "Cl", "C", "C", "C", "C", "N", "C", "C", "O", "H", "H", "H", "H", "N", "C", "C", "C", "C", "C", "C", "C", "C", "C", "C", "C", "C", "H", "H", "H", "H", "H", "H", "H", "H", "H", "H", "C", "C", "N", "C", "C", "N", "C", "N", "N", "N", "C", "C", "C", "C", "C", "C", "H", "H", "H", "H", "H", "H", "H", "H", "H", "H", "H", "O", "Se", "O", "O", "O", "O", "O"], "positions_angstrom": [[0.775465, 1.032289, -0.271674], [5.119334, -0.313057, -2.065573], [4.946814, 0.129464, -0.406997], [6.050183, 0.117950, 0.435449], [5.913912, 0.477106, 1.754349], [7.313395, 0.445854, 2.778615], [4.670252, 0.874507, 2.275556], [4.450763, 1.239854, 3.618550], [3.212231, 1.674075, 3.997707], [2.188152, 1.743842, 3.036867], [2.332381, 1.334785, 1.795600], [3.550116, 0.906706, 1.398369], [3.660740, 0.504225, 0.015482], [2.644305, 0.504979, -0.760519], [7.013401, -0.170902, 0.044153], [5.268099, 1.178274, 4.321914], [3.008569, 1.954034, 5.021372], [1.222749, 2.152541, 3.300696], [2.261501, -2.184058, 2.000787], [1.130400, -2.981633, 1.972107], [1.174523, -4.269354, 1.437643], [0.055419, -5.079768, 1.423820], [-1.136886, -4.623458, 1.956007], [-1.181047, -3.364778, 2.532463], [-0.064222, -2.540593, 2.561328], [-0.206567, -1.265031, 3.309840], [-0.216362, -1.347920, 4.699897], [-0.525755, -0.264045, 5.497240], [-0.895026, 0.935514, 4.907837], [-0.867545, 1.056596, 3.536747], [-0.489648, -0.024127, 2.729117], [2.029144, -1.203114, 1.891790], [2.967643, -2.465693, 1.335789], [2.107690, -4.624416, 1.019264], [0.115203, -6.068360, 0.989677], [-2.025467, -5.236007, 1.928864], [-2.101702, -3.011139, 2.977283], [0.017721, -2.300076, 5.150777], [-0.497214, -0.366322, 6.570285], [-1.191295, 1.783001, 5.508311], [-1.137176, 1.979086, 3.037359], [-1.067720, -1.687482, -2.129101], [-0.533462, -0.521257, -2.879749], [0.423740, 0.271818, -2.453677], [0.614137, 1.223066, -3.422597], [-0.237314, 0.987240, -4.456517], [-0.959527, -0.131269, -4.112590], [-1.998036, -0.731929, -4.891132], [-3.150510, 0.120038, -5.016808], [-3.829180, 0.152787, -6.179729], [-4.844291, 0.902581, -6.080722], [-4.888196, 1.426082, -4.822785], [-5.786883, 2.308079, -4.224375], [-5.540423, 2.661231, -2.919971], [-4.435014, 2.162541, -2.216615], [-3.536164, 1.286079, -2.779586], [-3.777738, 0.919170, -4.100439], [-0.698870, -1.613810, -1.102983], [-0.722939, -2.628433, -2.560732], [-2.157093, -1.678412, -2.113289], [1.332262, 2.014978, -3.296472], [-0.410977, 1.514226, -5.372450], [-2.276758, -1.681150, -4.413662], [-1.659406, -0.934297, -5.916653], [-6.627298, 2.691832, -4.778818], [-6.205889, 3.350474, -2.422682], [-4.264010, 2.487863, -1.202684], [-2.678345, 0.962221, -2.211809], [-1.088891, 1.750442, -0.827249], [-0.553975, 3.316720, -0.644841], [-1.348824, 4.053196, 0.510144], [1.015495, 2.982454, -0.191879], [-0.612881, 4.089775, -2.028093], [0.320712, -0.613073, 0.595403], [-0.479926, 0.265390, 1.400996]], "atomic_forces_ev_per_a": [[0.962, -0.635, -0.518], [0.188, -0.123, -0.254], [-0.942, 0.179, -0.005], [0.096, 0.130, 0.563], [0.167, -0.194, -0.526], [0.243, -0.016, 0.185], [-0.344, 0.010, -0.208], [-0.185, 0.066, 0.012], [0.163, -0.039, -0.053], [-0.112, 0.028, -0.248], [-0.201, 0.044, 0.092], [0.597, -0.152, -0.058], [1.037, -0.109, 0.328], [0.471, -0.122, -0.400], [0.073, -0.028, -0.002], [0.012, 0.008, 0.052], [-0.031, 0.075, -0.005], [0.061, -0.065, 0.008], [0.119, 0.131, 0.049], [-0.118, -0.207, 0.244], [0.113, 0.102, -0.051], [-0.027, -0.023, -0.029], [-0.147, -0.116, -0.022], [0.134, -0.056, -0.058], [-0.110, -0.188, -0.158], [0.010, 0.234, -0.530], [0.041, 0.255, 0.068], [-0.009, -0.091, 0.150], [0.016, 0.010, -0.067], [-0.168, -0.152, -0.439], [0.182, 0.086, 0.766], [0.116, -0.107, -0.023], [0.002, 0.087, 0.016], [0.059, -0.021, -0.056], [0.014, -0.059, -0.036], [-0.063, -0.092, 0.019], [-0.034, 0.070, 0.023], [0.041, -0.130, 0.030], [-0.058, 0.005, 0.158], [0.004, 0.066, 0.075], [-0.001, 0.093, -0.006], [0.054, 0.106, 0.114], [0.130, -0.171, 0.151], [-0.209, -0.226, -0.050], [-0.137, -0.034, -0.483], [0.417, 0.363, 0.083], [0.176, 0.035, 0.275], [-0.017, -0.597, -0.262], [-0.342, 0.564, 0.352], [0.596, -0.645, -0.556], [-0.526, 0.235, -0.450], [0.833, -0.295, 0.880], [0.053, -0.041, -0.011], [-0.214, 0.094, -0.120], [0.193, -0.122, 0.047], [0.107, -0.014, 0.175], [-0.739, 0.273, -0.436], [-0.106, -0.097, -0.101], [-0.034, -0.046, -0.010], [-0.062, -0.058, 0.054], [-0.035, 0.058, -0.043], [-0.038, 0.092, -0.159], [0.117, 0.229, -0.126], [-0.096, 0.017, 0.302], [-0.122, 0.070, -0.060], [-0.056, 0.069, 0.055], [0.055, 0.049, 0.129], [0.097, 0.014, 0.039], [-0.294, -0.210, 0.020], [-1.237, 1.481, -0.480], [-0.546, 0.405, 1.309], [0.540, 1.114, 0.202], [0.239, 0.407, -1.212], [-0.569, -2.002, 1.106], [-0.601, -0.074, 0.178]], "nbo_charge": [1.621, -0.002, -0.163, -0.216, -0.087, -0.028, -0.036, -0.161, -0.248, 0.074, -0.427, 0.069, 0.422, -0.752, 0.233, 0.225, 0.218, 0.213, -0.806, 0.213, -0.273, -0.198, -0.271, -0.176, -0.089, -0.041, -0.190, -0.255, -0.197, -0.276, 0.302, 0.399, 0.375, 0.201, 0.203, 0.203, 0.208, 0.214, 0.206, 0.211, 0.250, -0.688, 0.424, -0.503, -0.043, -0.089, -0.363, -0.025, -0.222, -0.034, -0.222, 0.022, -0.197, -0.224, -0.169, -0.256, 0.153, 0.294, 0.224, 0.222, 0.240, 0.224, 0.213, 0.227, 0.219, 0.212, 0.233, 0.265, -1.087, 2.792, -1.061, -1.054, -1.058, -0.551, -0.283]}